No. 1
The following is a DFT calculation (wB97M-V/def2-TZVPD) of a 4-piece molecular cluster, C7H19NO3 overall in a non-equilibrium geometry.

The value obtained for the HOMO-LUMO gap is 9.20 eV. The value obtained for the HOMO energy is -0.322 Ha. Its SMILES is C/C=C/C/C(C)=C/N.O.O.O. Its energy above the lowest of the compared OMol25 structures with the same formula, charge and spin is 2.426 eV. Its LUMO energy is 0.4 eV. For the max |F|, the calculation gives 4.68 eV Å⁻¹.

Element x y z (Å)
C -1.45 2.21 0.78
C -0.06 1.94 0.35
C 0.92 1.37 1.12
N 0.70 1.11 2.52
C 0.05 1.74 -1.20
C 0.66 0.48 -1.62
C 0.29 -0.08 -2.81
C 1.14 -0.89 -3.64
H -1.72 3.35 0.89
H -1.64 1.93 1.83
H -2.20 1.79 0.14
H 1.93 1.18 0.88
H -0.19 1.05 2.92
H 1.25 1.78 3.14
H -0.94 1.91 -1.68
H 0.66 2.59 -1.64
H 1.64 0.21 -1.30
H -0.52 0.43 -3.47
H 1.95 -0.55 -4.27
H 0.85 -1.36 -4.53
H 1.53 -1.73 -2.97
H -1.74 -3.57 0.91
H -2.16 -2.77 2.05
O -2.10 -3.70 1.77
H -1.12 -1.32 -0.23
H -0.06 -2.15 -0.81
O -0.98 -2.25 -0.64
H 1.81 -1.96 3.84
H 0.70 -0.94 3.67
O 0.82 -1.80 3.98

Which charges does natural (NBO) predict for the atoms? In e, they are: C -0.652; C -0.034; C -0.024; N -0.873; C -0.463; C -0.220; C -0.149; C -0.691; H 0.228; H 0.208; H 0.222; H 0.198; H 0.370; H 0.371; H 0.220; H 0.223; H 0.202; H 0.192; H 0.237; H 0.234; H 0.207; H 0.481; H 0.456; O -0.939; H 0.471; H 0.471; O -0.939; H 0.466; H 0.470; O -0.941

=====

No. 2
The following is a DFT calculation (wB97M-V/def2-TZVPD) of a 4-piece molecular cluster, C7H19NO3 overall in a non-equilibrium geometry.

The value obtained for the HOMO-LUMO gap is 8.75 eV. The value obtained for the HOMO energy is -0.301 Ha. Its SMILES is C=CC/C(=C/N)CC.O.O.O. Its energy above the lowest of the compared OMol25 structures with the same formula, charge and spin is 0.477 eV. Its LUMO energy is 0.6 eV. For the max |F|, the calculation gives 1.63 eV Å⁻¹.

Element x y z (Å)
C -0.08 -1.00 -2.11
C 0.80 -1.43 -0.96
C 0.60 -0.61 0.30
C -0.37 -0.88 1.17
N -1.19 -2.04 1.11
C 1.21 0.77 0.22
C 0.77 1.78 1.23
C 0.02 2.87 1.15
H -0.29 -1.78 -2.86
H 0.11 -0.05 -2.60
H -1.07 -0.87 -1.67
H 1.86 -1.51 -1.24
H 0.66 -2.47 -0.66
H -0.63 -0.29 2.04
H -0.82 -2.76 0.51
H -1.47 -2.39 2.01
H 2.31 0.70 0.23
H 0.99 1.14 -0.79
H 1.24 1.55 2.19
H -0.23 3.38 2.07
H -0.70 3.02 0.36
H 3.99 -0.73 -0.15
H 3.58 -0.81 1.30
O 4.06 -0.25 0.68
H -4.06 -0.23 -0.28
H -2.77 -0.87 0.22
O -3.10 -0.12 -0.31
H -1.75 2.74 -1.21
H -2.19 1.31 -0.73
O -1.49 1.81 -1.22

Which charges does natural (NBO) predict for the atoms? In e, they are: C -0.624; C -0.429; C -0.039; C -0.035; N -0.863; C -0.507; C -0.143; C -0.411; H 0.208; H 0.229; H 0.222; H 0.196; H 0.186; H 0.204; H 0.376; H 0.377; H 0.252; H 0.225; H 0.176; H 0.186; H 0.199; H 0.468; H 0.472; O -0.925; H 0.477; H 0.504; O -0.973; H 0.458; H 0.503; O -0.971

=====

No. 3
The following is a DFT calculation (wB97M-V/def2-TZVPD) of a 5-piece molecular cluster, C7H19NO4 overall in a non-equilibrium geometry.

The value obtained for the HOMO-LUMO gap is 9.19 eV. The value obtained for the HOMO energy is -0.322 Ha. Its SMILES is C=C/C=C/CNC=C.O.O.O.O. Its energy above the lowest of the compared OMol25 structures with the same formula, charge and spin is 4.221 eV. Its LUMO energy is 0.4 eV. For the max |F|, the calculation gives 2.89 eV Å⁻¹.

Element x y z (Å)
C -2.23 -0.50 2.48
C -2.49 -0.04 1.26
N -1.90 1.11 0.71
C -1.43 0.90 -0.66
C 1.49 -2.02 -2.95
C 1.20 -1.64 -1.70
C 0.64 -0.31 -1.37
C -0.62 -0.37 -0.94
H -1.63 -0.34 3.37
H -2.85 -1.33 2.85
H -3.41 -0.37 0.79
H -1.20 1.52 1.27
H -2.31 0.95 -1.28
H -0.76 1.70 -1.02
H 1.39 -1.27 -3.73
H 1.86 -3.02 -3.05
H 1.34 -2.36 -0.90
H 1.07 0.68 -1.45
H -1.14 -1.29 -0.68
H 2.27 -0.95 2.57
H 0.77 -0.38 2.60
O 1.66 -0.29 2.24
H 3.60 -0.24 -0.42
H 3.13 1.24 0.07
O 3.84 0.63 -0.13
H 0.76 1.24 3.73
H -0.67 1.50 3.31
O -0.15 1.03 3.97
H -0.71 2.22 -3.54
H -0.91 0.62 -3.45
O -0.60 1.37 -3.96

Which charges does natural (NBO) predict for the atoms? In e, they are: C -0.515; C -0.023; N -0.612; C -0.258; C -0.383; C -0.225; C -0.233; C -0.192; H 0.241; H 0.197; H 0.204; H 0.350; H 0.195; H 0.194; H 0.208; H 0.206; H 0.207; H 0.219; H 0.206; H 0.484; H 0.492; O -0.980; H 0.484; H 0.483; O -0.963; H 0.487; H 0.465; O -0.942; H 0.476; H 0.484; O -0.957

=====

No. 4
The following is a DFT calculation (wB97M-V/def2-TZVPD) of an isolated ion of composition C7H19NP and charge +1 in a non-equilibrium geometry.

The value obtained for the HOMO-LUMO gap is 9.22 eV. The value obtained for the HOMO energy is -0.456 Ha. Its SMILES is C=[P@@H](C)[N+](C)(CC)CC. The charge is +1. Its energy above the lowest of the compared OMol25 structures with the same formula, charge and spin is 2.456 eV. Its LUMO energy is -3.2 eV. For the max |F|, the calculation gives 4.32 eV Å⁻¹.

Element x y z (Å)
C -0.49 2.34 1.06
C -0.82 -2.58 -0.33
C 0.11 -0.38 1.61
C 2.06 -0.77 -1.01
C -1.34 1.15 0.48
C -1.48 -1.31 0.04
C 1.48 1.85 -1.65
N -0.56 -0.13 0.35
P 0.70 0.39 -1.24
H -0.76 3.28 0.54
H -0.39 2.51 2.11
H 0.62 2.17 0.71
H 0.01 -2.80 0.44
H -1.52 -3.42 -0.37
H -0.34 -2.56 -1.34
H -0.70 -0.22 2.31
H 0.49 -1.45 1.76
H 0.96 0.36 1.80
H 2.89 -0.19 -0.87
H 2.17 -1.45 -1.89
H 1.95 -1.35 -0.12
H -1.86 1.31 -0.43
H -2.08 0.95 1.28
H -2.18 -1.40 0.93
H -2.17 -0.89 -0.86
H 0.94 2.73 -1.86
H 2.48 1.92 -1.30
H -0.19 -0.06 -2.18

Which charges does natural (NBO) predict for the atoms? In e, they are: C -0.657; C -0.651; C -0.453; C -0.938; C -0.247; C -0.228; C -0.880; N -0.453; P 1.234; H 0.250; H 0.240; H 0.221; H 0.216; H 0.267; H 0.222; H 0.217; H 0.236; H 0.243; H 0.257; H 0.276; H 0.244; H 0.226; H 0.222; H 0.232; H 0.221; H 0.240; H 0.241; H 0.000

=====

No. 5
The following is a DFT calculation (wB97M-V/def2-TZVPD) of a 2-piece molecular cluster, C7H19NSi2 overall in a non-equilibrium geometry.

The value obtained for the HOMO-LUMO gap (spin up / spin down) is 7.16 / 6.90 eV. The value obtained for the HOMO energy (spin up / spin down) is -0.256 / -0.247 Ha. Its energy above the lowest of the compared OMol25 structures with the same formula, charge and spin is 0.812 eV. Its LUMO energy (spin up / spin down) is 0.2 / 0.2 eV. For the max |F|, the calculation gives 6.45 eV Å⁻¹.

Element x y z (Å)
C 1.12 1.45 0.58
C 2.94 2.93 0.91
C -2.57 0.16 -1.76
C 0.09 -0.94 -2.47
C 0.77 -2.39 1.12
C -2.21 -1.77 1.99
C 1.51 2.90 0.33
N 0.00 1.17 0.99
Si -1.46 -1.34 -1.50
Si -0.85 -1.48 0.69
H 1.85 0.66 0.34
H 3.06 2.87 1.91
H 3.36 3.84 0.68
H 3.50 2.17 0.55
H -2.25 1.07 -1.20
H -2.56 0.60 -2.69
H -3.61 0.02 -1.56
H 0.97 -1.60 -2.27
H -0.01 -1.10 -3.47
H 0.41 0.12 -2.12
H 0.73 -3.60 1.10
H 1.54 -2.18 0.51
H 1.10 -2.23 2.03
H -1.99 -1.22 2.99
H -3.12 -1.34 1.77
H -2.40 -2.75 2.12
H 1.34 3.06 -0.67
H 0.81 3.65 0.94
H -2.04 -2.75 -1.84

Which charges does natural (NBO) predict for the atoms? In e, they are: C 0.020; C -0.599; C -1.096; C -1.088; C -1.083; C -1.105; C -0.441; N -0.583; Si 0.876; Si 1.195; H 0.128; H 0.207; H 0.202; H 0.194; H 0.269; H 0.243; H 0.240; H 0.240; H 0.235; H 0.252; H 0.232; H 0.229; H 0.233; H 0.258; H 0.240; H 0.229; H 0.208; H 0.213; H -0.148

=====

No. 6
The following is a DFT calculation (wB97M-V/def2-TZVPD) of C7H20BFHfNO5PSi2 as an isolated structure in a non-equilibrium geometry.

The value obtained for the HOMO-LUMO gap is 3.94 eV. The value obtained for the HOMO energy is -0.755 Ha. The charge is +4. Its LUMO energy is -16.6 eV. For the max |F|, the calculation gives 2.78 eV Å⁻¹.

Element x y z (Å)
C 2.33 2.72 -1.21
C 3.44 1.86 -1.78
O 2.95 0.64 -2.26
C 3.28 -0.51 -1.62
Si 1.90 -1.05 -0.38
O 1.71 -2.62 -0.50
O 0.53 -0.25 -0.67
Si -0.88 -0.59 0.18
C -1.43 -2.37 -0.02
C -0.93 -3.35 0.98
O -0.80 -4.52 0.82
F -0.65 -2.74 2.14
B -2.41 0.64 -0.60
O -2.31 0.82 -1.91
C -3.65 1.36 0.19
C -4.39 0.56 1.24
P 2.66 -0.48 1.77
N 1.38 -0.51 2.81
H 2.64 3.75 -1.19
H 1.42 2.57 -1.77
H 2.14 2.40 -0.19
H 3.84 2.39 -2.63
H 4.25 1.74 -1.08
H 3.35 -1.31 -2.36
H 4.24 -0.41 -1.13
H 2.10 -3.22 0.16
H -0.68 -0.23 1.65
H -2.51 -2.38 0.09
H -1.24 -2.77 -1.00
H -2.02 1.69 -2.22
H -3.26 2.26 0.65
H -4.34 1.68 -0.59
H -3.83 0.36 2.13
H -4.80 -0.37 0.84
H -5.23 1.22 1.62
H 3.58 -1.48 2.13
H 3.31 0.75 1.69
H 1.21 0.41 3.23
Hf -6.89 1.35 0.78

Which charges does natural (NBO) predict for the atoms? In e, they are: C -0.606; C -0.101; O -0.295; C -0.380; Si 1.871; O -1.052; O -1.193; Si 1.313; C -1.013; C 0.854; O -0.439; F -0.342; B 0.676; O -0.890; C -0.795; C -0.522; P 0.759; N -0.694; H 0.278; H 0.230; H 0.178; H 0.281; H 0.197; H 0.327; H 0.248; H 0.556; H -0.128; H 0.280; H 0.313; H 0.552; H 0.288; H 0.218; H 0.316; H 0.245; H 0.010; H 0.151; H 0.078; H 0.417; Hf 1.811

=====

Look up the max |F| of the fifth one. 6.45 eV Å⁻¹

=====

Among the records above, which one has the lowest max |F|? number 2

=====

Among the records above, which one has the highest max |F|? C7H19NSi2

=====

Which of these has the lowest max |F|? number 2